1 | Here is a cluster of 3 separate species, C2H5P in total from the OMol25 dataset. Energies are from ωB97M-V with the def2-TZVPD basis set.

Properties
- spin multiplicity = 3
- Kohn-Sham gap (alpha / beta) (eV) = 8.04 / 7.58
- <S²> = 2.04
- net charge = 0
- E_HOMO (alpha / beta) (hartree) = -0.2729 / -0.3556
- LUMO (alpha / beta) (Eh) = 0.023 / -0.077

Last column: Löwdin charge in e.
Positions of all 8 atoms, in Å:
C: 1.02784 -0.93506 1.72030  -0.309
C: 0.19017 -0.50840 -1.22810  -0.376
P: 1.12136 -0.98838 0.12305  0.717
H: 1.70519 -1.42651 2.30927  -0.102
H: -0.69240 0.71935 -0.12495  0.008
H: -0.67516 -1.08048 -1.47573  0.011
H: -0.87657 0.87219 0.74398  0.075
H: 0.64197 -0.12139 -2.06199  -0.024

---

2 | Here is an isolated molecule of C2H5P from the OMol25 dataset. Energies are from ωB97M-V with the def2-TZVPD basis set.

Properties
- spin multiplicity = 3
- Kohn-Sham gap (alpha / beta) (eV) = 5.64 / 7.39
- <S²> = 2.01
- net charge = 0
- E_HOMO (alpha / beta) (hartree) = -0.1671 / -0.3901
- LUMO (alpha / beta) (Eh) = 0.040 / -0.118

Last column: Löwdin charge in e.
Positions of all 8 atoms, in Å:
C: -0.81060 0.03012 -0.08519  -0.467
C: 0.54117 0.04920 0.59145  -0.497
P: 0.52103 0.75338 -1.05661  0.729
H: -1.21656 -0.94211 -0.66502  0.104
H: -1.50065 0.74692 0.40697  0.067
H: 0.53777 0.83212 1.45133  0.098
H: 1.10550 -0.79229 0.92582  0.043
H: 0.82236 -0.67735 -1.56875  -0.076

---

Most stable structure: 2